Entry 1:
The following is a quantum chemistry calculation of the molecule C6H6 in a non-equilibrium geometry, from OMol25.

XYZ file:
```
12
Properties=species:S:1:pos:R:3:lowdin_charge:R:1
C -0.285 0.258 0.956 0.046
C -0.875 0.723 2.016 -0.147
C -1.362 0.975 3.207 -0.019
C 0.201 0.186 -0.431 -0.186
C 0.738 -0.313 -1.439 -0.033
C 1.127 -1.129 -2.575 -0.098
H -2.454 0.826 3.258 0.069
H -0.832 1.167 4.073 0.028
H 0.034 1.213 -0.507 0.097
H 0.476 -0.858 -3.516 0.128
H 1.130 -2.198 -2.323 0.083
H 2.101 -0.851 -2.719 0.033
```

- Gap between HOMO and LUMO (alpha / beta): 7.37 / 8.08 eV
- Spin multiplicity: 1
- Energy relative to the best compared isomer or geometry (same formula, charge and spin): 174.0 kcal per mole
- LUMO (alpha / beta): -0.14 / 0.58 eV

=====

Entry 2:
The following is a quantum chemistry calculation of the molecule C6H6 in a non-equilibrium geometry, from OMol25.

XYZ file:
```
12
Properties=species:S:1:pos:R:3:lowdin_charge:R:1
C 1.459 -0.094 -0.012 -0.383
C 2.538 -0.811 0.168 0.194
C -0.089 1.366 0.570 -0.076
C 0.692 1.112 -0.679 -0.008
C 0.037 -0.234 0.235 -0.251
C -0.924 -1.288 -0.020 -0.062
H 0.420 1.761 1.467 0.107
H -1.040 1.757 0.361 0.075
H 0.482 1.320 -1.746 0.127
H -1.730 -1.083 -0.928 0.152
H -1.484 -1.655 0.821 0.067
H -0.362 -2.152 -0.236 0.058
```

- Gap between HOMO and LUMO: 7.93 eV
- Spin multiplicity: 1
- Energy relative to the best compared isomer or geometry (same formula, charge and spin): 175.7 kcal per mole
- LUMO: -0.40 eV

=====

Entry 3:
The following is a quantum chemistry calculation of the molecule C6H6, from OMol25.

XYZ file:
```
12
Properties=species:S:1:pos:R:3:lowdin_charge:R:1
C -2.389 1.694 -0.723 0.108
C -1.310 1.322 -0.340 -0.155
C -0.019 0.799 0.116 -0.219
C 0.100 -0.705 -0.201 -0.222
C 1.317 -1.304 0.352 -0.152
C 2.300 -1.804 0.835 0.107
H -3.346 2.029 -1.060 0.024
H 0.085 0.954 1.196 0.121
H 0.800 1.346 -0.363 0.121
H -0.773 -1.225 0.207 0.122
H 0.070 -0.846 -1.288 0.122
H 3.165 -2.259 1.267 0.023
```

- SMILES: C#CCCC#C
- Gap between HOMO and LUMO: 10.99 eV
- Spin multiplicity: 1
- Energy relative to the best compared isomer or geometry (same formula, charge and spin): 85.3 kcal per mole
- LUMO: 0.97 eV

=====

- Number 2 is which compound?
  C6H6

=====

- Number 1 is which compound?
  C6H6

=====

- Look up the energy relative to the best compared isomer or geometry (same formula, charge and spin) of the third one.
  85.3 kcal per mole

=====

- Among the records above, which one has the highest energy relative to the best compared isomer or geometry (same formula, charge and spin)?
  number 2